Computed, not measured: a structure of composition C17H27N4O9P2Tl at a distorted geometry, with wB97M-V/def2-TZVPD.

Summary:
Maximum force = 0.0567 Eh/bohr
Orbital gap (alpha / beta) = 7.66 / 4.22 eV
Multiplicity = 1
Relative energy (zero: lowest compared OMol25 entry of this formula, charge and spin) = 1.094 eV
DFT total energy = -65711.83404 eV
Highest occupied orbital energy (alpha / beta) = -8.84 / -6.29 eV
Total charge = 0

Each line ends with the Löwdin charge.
Atoms and positions in Å:
C 1.0076 -1.3829 -4.5935  -0.028
C 0.9714 -1.0285 -3.2232  -0.317
N -0.1831 -0.9732 -2.5376  0.069
C -1.3393 -1.1478 -3.2037  -0.347
C -1.3938 -1.4596 -4.5562  -0.027
C -0.1962 -1.5891 -5.2674  -0.050
C 2.2829 -0.6466 -2.5507  -0.288
P 2.1408 -0.5698 -0.6919  0.872
Tl -0.2699 -2.0889 0.8158  1.018
P -2.2982 -0.1194 -0.7918  0.827
C -2.6049 -1.0009 -2.4059  -0.296
O 2.2642 2.6385 -3.6083  -0.088
O -0.8203 2.5767 -2.6473  -0.140
H 1.9627 -1.4156 -5.1225  0.113
H -2.3707 -1.6096 -4.9974  0.113
H -0.2301 -1.8396 -6.3111  0.102
C 3.3403 -1.9002 -0.3435  -0.300
C 3.2328 0.8780 -0.3868  -0.262
H -3.3561 -0.4258 -2.9613  0.089
H -3.0511 -1.9800 -2.1659  0.091
H 2.5900 0.3629 -2.8057  0.048
H 3.1016 -1.3447 -2.8418  0.101
C -3.6651 -0.8190 0.2114  -0.303
C -3.0609 1.4846 -1.2039  -0.284
H 0.0074 2.9974 -0.4209  0.222
H -0.7729 3.4112 -3.1337  0.059
H 1.4101 2.2663 -3.3220  -0.003
H 2.3175 2.2506 -4.5230  0.070
H -0.8994 -3.0339 -0.4050  -0.033
H -0.2958 2.7767 -1.7787  -0.022
H 4.3054 -1.6157 -0.7703  0.042
H 3.4184 -2.0681 0.7377  0.032
H 2.9894 -2.8152 -0.8302  0.046
H 4.2837 0.6145 -0.5628  0.050
H 2.9445 1.7039 -1.0512  0.026
H 3.0931 1.1891 0.6601  0.045
H -4.0814 1.3399 -1.5795  0.048
H -3.0440 2.0997 -0.2929  0.033
H -2.4273 1.9733 -1.9597  0.000
H -4.6272 -0.6599 -0.2938  0.046
H -3.4955 -1.8918 0.3775  0.021
H -3.6528 -0.2935 1.1782  0.043
O -0.7352 1.3990 7.9009  0.049
N 0.0271 0.5722 7.3656  -0.329
O 0.7246 -0.1962 8.0546  0.053
C 0.0697 0.4623 5.9273  -0.142
C -0.7653 1.2954 5.1611  0.077
C -0.8245 1.1018 3.7899  -0.066
C -0.1592 -0.0091 3.1657  -0.241
O -0.4062 -0.3236 1.9496  -0.238
C 0.8108 -0.7325 3.9732  -0.067
C 0.9144 -0.4905 5.3382  0.080
N 1.7599 -1.6423 3.4043  -0.378
O 2.7957 -1.9435 4.0116  0.001
O 1.5361 -2.1591 2.2379  -0.260
N -1.6299 2.0010 2.9784  -0.292
O -2.2176 2.9240 3.5872  0.050
O -1.6851 1.8693 1.7379  0.002
H -1.3606 2.0794 5.6276  0.132
H 1.6176 -1.0517 5.9492  0.131